# 1
The following is a DFT calculation (wB97M-V/def2-TZVPD) of a 2-piece molecular cluster, C5H9N3 overall.

Values from the calculation:
Kohn-Sham gap in eV: 9.017
Highest occupied orbital energy in eV: -8.125
Energy above the lowest of the compared OMol25 structures with the same formula, charge and spin in kJ/mol: 632.6

Each line ends with the Löwdin charge.
Element x y z (Å)
C: -0.569 1.477 1.635  -0.14
C: -1.248 -0.255 -0.986  -0.18
C: -0.316 -1.338 -0.533  -0.14
C: 1.193 -1.049 -0.399  -0.37
C: 0.356 -0.792 0.741  -0.13
H: 0.350 1.405 2.182  0.08
H: -1.519 1.405 2.179  0.08
H: -0.689 2.563 1.260  0.11
H: -1.837 -0.658 -1.798  0.10
H: -0.500 -2.530 -0.682  0.18
H: 1.724 -1.896 -0.280  0.09
H: 2.301 -0.124 -1.928  0.12
H: 0.825 1.033 -0.904  0.23
H: 0.192 -1.076 1.852  0.17
N: -0.276 0.644 0.579  -0.28
N: -1.264 0.848 -0.396  0.09
N: 1.920 0.168 -0.844  -0.03

***

# 2
The following is a DFT calculation (wB97M-V/def2-TZVPD) of a 3-piece molecular cluster, C4H15N3O2 overall.

Values from the calculation:
Kohn-Sham gap in eV: 7.737
SMILES string: N/C=C(\N)CCN.O.O
Highest occupied orbital energy in eV: -7.264
Energy above the lowest of the compared OMol25 structures with the same formula, charge and spin in kJ/mol: 182.6

Each line ends with the Löwdin charge.
Element x y z (Å)
C: 1.711 -0.685 1.213  -0.27
C: 1.267 0.763 0.967  -0.21
C: -0.142 1.074 0.559  -0.31
C: -1.304 0.727 1.240  -0.17
N: -2.596 0.897 0.666  0.03
N: -0.277 2.150 -0.486  0.06
N: 1.454 -1.433 -0.044  -0.01
H: 0.954 -1.017 1.988  0.11
H: 2.752 -0.712 1.596  0.12
H: 1.545 1.133 1.928  0.09
H: 2.047 1.337 0.283  0.15
H: -1.258 0.111 2.180  0.12
H: -2.525 1.545 -0.109  0.05
H: -3.323 0.210 0.680  0.07
H: 0.591 2.433 -0.865  0.04
H: -1.024 1.879 -1.188  0.08
H: 0.376 -1.526 -0.105  0.06
H: 1.832 -2.316 -0.164  0.03
H: -1.999 -2.910 -0.714  0.08
H: -1.772 -1.329 -0.767  0.03
O: -1.423 -2.158 -0.400  -0.09
H: 1.584 -0.120 -3.370  -0.01
H: 0.744 -0.313 -2.051  0.12
O: 0.782 0.260 -3.040  -0.17

***

# 3
The following is a DFT calculation (wB97M-V/def2-TZVPD) of C63H93AsF6N15O21 as an isolated structure.

Values from the calculation:
Total charge: -1
Kohn-Sham gap in eV: 7.555
Highest occupied orbital energy in eV: -7.008

Each line ends with the Löwdin charge.
Element x y z (Å)
As: 0.206 0.675 -0.530  0.70
F: 0.305 1.599 -1.980  -0.24
F: 0.422 -0.805 -1.285  -0.21
F: 0.255 -0.137 1.002  -0.24
F: -0.038 2.134 0.321  -0.24
F: -1.545 0.557 -0.741  -0.26
F: 1.953 0.921 -0.468  -0.27
C: -3.762 2.390 2.981  -0.36
O: -4.320 3.035 3.841  0.00
N: -3.302 1.099 3.133  -0.15
C: -2.369 0.617 2.187  -0.09
C: -3.603 0.411 4.436  0.01
H: -3.518 2.787 1.988  0.12
H: -2.750 -0.333 1.849  0.07
H: -1.403 0.474 2.590  0.05
H: -2.269 1.376 1.376  0.07
H: -4.362 -0.373 4.270  0.06
H: -2.697 0.024 4.932  0.07
H: -4.055 1.226 5.057  0.10
C: -2.060 0.751 -4.162  -0.32
O: -2.613 1.780 -4.586  -0.04
N: -1.795 -0.353 -4.893  -0.16
C: -1.371 -1.603 -4.213  -0.04
C: -2.024 -0.396 -6.317  -0.05
H: -1.682 0.620 -3.037  0.14
H: -2.165 -2.362 -4.351  0.08
H: -1.067 -1.494 -3.191  0.06
H: -0.543 -1.965 -4.753  0.04
H: -2.930 -0.977 -6.580  0.10
H: -2.165 0.632 -6.709  0.09
H: -1.228 -0.937 -6.791  0.07
C: -6.101 -0.155 2.085  -0.31
O: -5.506 -1.241 2.076  -0.03
N: -5.955 0.864 1.150  -0.18
C: -6.992 1.912 1.088  -0.04
C: -5.124 0.524 0.010  -0.04
H: -6.866 -0.036 2.849  0.14
H: -6.800 2.864 1.571  0.08
H: -7.906 1.496 1.473  0.07
H: -7.179 2.088 0.038  0.08
H: -5.334 1.221 -0.799  0.08
H: -4.075 0.588 0.231  0.05
H: -5.589 -0.449 -0.331  0.11
C: 0.800 -6.526 -1.451  -0.34
O: 1.655 -7.423 -1.367  -0.03
N: 0.844 -5.431 -2.228  -0.18
C: -0.016 -4.270 -2.082  -0.02
C: 2.010 -5.326 -3.104  -0.02
H: -0.162 -6.690 -0.872  0.14
H: -0.290 -3.899 -3.100  0.09
H: 0.533 -3.492 -1.589  0.06
H: -0.889 -4.501 -1.410  0.08
H: 2.517 -6.225 -3.226  0.06
H: 1.701 -4.940 -4.123  0.10
H: 2.601 -4.480 -2.618  0.09
C: 0.136 -1.535 4.782  -0.28
O: -0.655 -1.377 5.726  -0.03
N: 1.349 -0.882 4.748  -0.18
C: 1.934 -0.109 5.829  -0.04
C: 2.186 -0.999 3.554  -0.05
H: 0.038 -2.153 3.846  0.14
H: 2.973 0.252 5.618  0.10
H: 2.101 -0.794 6.677  0.08
H: 1.257 0.726 6.038  0.06
H: 3.194 -1.273 3.813  0.08
H: 1.699 -1.710 2.949  0.03
H: 2.260 -0.038 3.071  0.08
C: 3.413 5.678 -0.934  -0.39
O: 2.980 6.377 -1.829  -0.01
N: 2.754 5.053 0.030  -0.17
C: 3.339 4.008 0.945  -0.03
C: 1.324 5.256 0.155  -0.03
H: 4.512 5.634 -0.915  0.13
H: 4.243 3.511 0.554  0.07
H: 2.715 3.093 0.833  0.07
H: 3.426 4.440 2.021  0.11
H: 0.967 5.617 -0.780  0.05
H: 0.869 4.258 0.223  0.07
H: 1.121 5.886 1.045  0.11
C: -5.498 -2.168 5.592  -0.39
O: -6.286 -1.446 6.114  0.02
N: -4.280 -2.527 6.135  -0.18
C: -3.277 -3.217 5.365  -0.07
C: -3.857 -1.652 7.233  -0.05
H: -5.594 -2.547 4.479  0.15
H: -2.843 -4.018 5.912  0.07
H: -2.418 -2.491 5.116  0.08
H: -3.740 -3.627 4.498  0.07
H: -2.773 -1.457 7.115  0.08
H: -4.381 -0.720 7.218  0.07
H: -4.121 -2.077 8.208  0.09
C: -1.335 4.058 3.977  -0.30
O: -1.448 4.377 2.796  -0.01
N: -0.382 3.155 4.424  -0.18
C: 0.490 2.394 3.484  0.00
C: -0.079 3.208 5.816  -0.09
H: -1.936 4.439 4.802  0.13
H: 0.368 1.409 3.763  0.03
H: 1.521 2.718 3.671  0.09
H: 0.116 2.610 2.482  0.07
H: -0.758 3.907 6.424  0.11
H: -0.103 2.179 6.242  0.08
H: 0.961 3.577 5.869  0.09
C: 3.436 -2.544 -4.455  -0.37
O: 3.796 -3.484 -5.146  0.00
N: 2.673 -1.546 -4.892  -0.18
C: 2.257 -0.526 -3.941  -0.02
C: 2.009 -1.721 -6.138  -0.06
H: 3.679 -2.470 -3.420  0.10
H: 1.542 -0.946 -3.312  0.05
H: 1.969 0.385 -4.456  0.08
H: 3.233 -0.243 -3.431  0.11
H: 1.382 -0.810 -6.222  0.09
H: 2.703 -1.777 -6.989  0.10
H: 1.370 -2.631 -6.127  0.09
C: -2.006 -4.569 1.214  -0.07
C: -2.214 -3.251 0.725  -0.03
C: -2.993 -3.167 -0.433  -0.02
C: -3.544 -4.286 -1.055  -0.12
C: -3.274 -5.622 -0.645  0.00
C: -2.466 -5.699 0.510  -0.10
N: -4.301 -4.110 -2.369  -0.32
O: -5.006 -5.066 -2.694  0.06
O: -4.044 -3.096 -2.993  0.06
H: -1.374 -4.834 2.127  0.12
H: -1.798 -2.381 1.220  0.10
H: -3.202 -2.216 -0.846  0.10
H: -3.715 -6.511 -1.069  0.11
H: -2.301 -6.675 0.927  0.10
C: -2.562 4.121 -0.630  -0.04
C: -2.981 3.775 -1.971  -0.04
C: -3.394 4.770 -2.872  -0.04
C: -3.518 6.043 -2.437  -0.18
C: -3.171 6.393 -1.152  -0.01
C: -2.683 5.459 -0.204  -0.04
N: -3.737 7.155 -3.407  -0.34
O: -3.858 8.262 -2.924  0.05
O: -3.819 6.921 -4.606  0.07
H: -2.262 3.381 0.095  0.06
H: -2.949 2.738 -2.415  0.10
H: -3.511 4.393 -3.899  0.13
H: -3.276 7.467 -0.932  0.12
H: -2.678 5.729 0.812  0.08
C: 3.376 2.538 -5.109  -0.06
C: 4.485 1.719 -5.456  -0.08
C: 5.445 1.432 -4.523  -0.03
C: 5.218 1.902 -3.233  -0.15
C: 4.108 2.590 -2.817  -0.01
C: 3.198 3.034 -3.797  -0.01
N: 6.254 1.626 -2.170  -0.36
O: 7.182 0.949 -2.482  0.08
O: 6.104 1.976 -1.014  0.05
H: 2.702 2.775 -5.926  0.09
H: 4.792 1.464 -6.497  0.12
H: 6.367 0.926 -4.848  0.13
H: 3.995 2.695 -1.743  0.10
H: 2.358 3.710 -3.426  0.12
C: 6.240 -4.462 4.126  -0.07
C: 5.967 -3.316 4.815  -0.08
C: 4.765 -3.154 5.475  -0.02
C: 3.729 -4.030 5.240  -0.16
C: 3.985 -5.240 4.564  0.01
C: 5.248 -5.475 3.992  -0.03
N: 2.507 -3.900 6.007  -0.35
O: 2.476 -3.269 7.024  0.10
O: 1.546 -4.492 5.521  0.07
H: 7.207 -4.640 3.715  0.10
H: 6.782 -2.650 5.098  0.11
H: 4.563 -2.278 6.065  0.11
H: 3.142 -5.968 4.443  0.13
H: 5.597 -6.349 3.530  0.09
C: 4.616 -2.981 -0.841  -0.05
C: 3.581 -2.219 -0.388  -0.07
C: 2.591 -2.727 0.460  0.01
C: 2.598 -4.068 0.783  -0.16
C: 3.566 -4.865 0.294  -0.04
C: 4.582 -4.401 -0.523  -0.03
N: 1.614 -4.538 1.774  -0.27
O: 1.637 -5.713 2.183  0.07
O: 0.755 -3.741 2.167  0.01
H: 5.332 -2.690 -1.582  0.10
H: 3.599 -1.177 -0.675  0.10
H: 1.790 -2.108 0.861  0.09
H: 3.504 -5.948 0.394  0.13
H: 5.314 -5.102 -0.844  0.10
C: 0.638 6.295 -4.130  -0.06
C: 1.041 6.400 -5.457  -0.07
C: 0.678 5.428 -6.388  -0.02
C: 0.105 4.304 -5.893  -0.14
C: -0.229 4.120 -4.511  0.00
C: -0.024 5.143 -3.640  -0.07
N: -0.062 3.132 -6.798  -0.36
O: -0.365 3.304 -7.941  0.09
O: 0.185 2.042 -6.320  0.05
H: 0.825 7.187 -3.465  0.12
H: 1.630 7.276 -5.681  0.10
H: 0.973 5.467 -7.462  0.14
H: -0.725 3.202 -4.290  0.08
H: -0.363 5.197 -2.592  0.11